A cluster of 7 separate species, C27H41B2Cl19F5N3O7PS2 in total. Source: the Open Molecules 2025 dataset; level of theory: ωB97M-V/def2-TZVPD.

XYZ file:
```
107
Properties=species:S:1:pos:R:3:forces:R:3
C 3.68551 0.87074 -2.95528 -1.1 0.4 -0.4
B 2.50385 0.36063 -1.92646 1.7 -0.3 0.3
O 2.88415 -0.49743 -0.83448 -1.3 0.4 -2.4
C 0.96188 0.90215 -2.18576 0.9 0.3 -0.4
C 0.16459 -0.30555 -2.86163 1.4 1.0 -1.9
P -0.71044 0.39414 -4.43416 0.0 3.6 -0.2
O -1.15521 1.85381 -4.28008 0.6 -3.3 -0.1
N -0.88037 -0.98992 -2.03292 -0.9 -0.2 0.1
S -0.45949 -2.69809 -1.73399 7.7 -4.1 -5.1
O -0.27899 -3.27690 -3.12828 -2.3 2.3 3.8
O 0.86955 -2.82388 -1.06337 -4.5 1.2 0.1
C -1.84576 -3.68385 -0.98739 -3.7 -2.8 -0.5
F -1.67382 -5.02463 -1.44808 -0.9 5.2 0.7
F -3.12565 -3.28761 -1.49790 3.4 -0.3 1.1
C -1.93215 -3.74920 0.60381 -1.7 -1.9 3.7
F -0.73909 -3.52867 1.29726 -2.7 0.0 -2.1
F -2.96906 -2.92550 1.12987 3.1 -1.7 -1.8
F -2.33791 -5.07751 0.93256 1.1 3.4 -1.0
C -1.35568 -0.26100 -0.80578 -2.2 1.7 2.2
C -2.66678 0.59518 -1.25845 -0.9 -0.2 -0.1
C -4.04007 -0.27293 -1.08807 0.1 1.1 0.1
C -5.32321 0.70674 -1.04015 0.0 0.4 -0.1
C -5.72771 1.29289 -2.49579 -0.4 -0.6 1.4
S -6.38209 3.02628 -2.16822 1.4 6.0 -3.6
O -6.90980 3.67133 -3.43453 0.6 -3.1 3.4
O -5.31590 3.94354 -1.62069 -2.0 -3.4 -0.1
Cl -7.92013 3.00537 -0.74030 0.9 -0.8 -0.9
C -0.26027 0.60212 -0.02240 1.0 -0.7 0.0
C -0.85031 1.38550 1.26720 -1.0 -0.2 0.7
C -1.98600 0.59198 2.04964 -3.1 -2.1 2.1
C -3.47057 1.01797 1.90631 0.6 -1.8 1.6
C -4.66659 0.37388 2.63287 3.6 -1.0 0.4
C -4.39939 -0.80283 3.60020 2.8 2.2 -2.3
C -2.92966 -1.27084 3.77532 -1.0 2.3 -1.7
C -1.71250 -0.60820 3.02832 -2.8 1.3 -0.2
C -0.23434 -1.13389 3.30511 -1.0 -1.0 -0.8
N 0.33310 1.55833 -1.00247 0.3 -0.6 1.3
B 1.29490 2.53052 -0.40916 0.5 2.3 -0.1
O 2.09940 2.35560 0.77569 -2.4 0.0 -0.7
N 1.43819 3.85858 -1.13271 0.4 -1.2 1.4
C 0.50337 4.86615 -0.54629 -0.1 1.0 -0.1
C 2.86372 4.31074 -1.12066 0.5 -0.8 -0.3
H 4.33539 0.01063 -3.32417 -0.5 1.3 0.6
H 4.29182 1.70057 -2.41924 -0.7 -1.6 -0.8
H 3.21107 1.40374 -3.86742 0.9 -0.9 1.3
H 3.34193 -1.25904 -1.25897 0.2 0.8 0.8
H 1.07724 1.72347 -2.99476 -0.5 -1.2 1.2
H 0.96604 -1.01946 -3.29749 -1.6 0.5 1.0
H 0.26375 0.28605 -5.50548 -0.5 -0.5 0.9
H -1.75588 -0.53366 -4.75696 0.4 0.0 0.3
H -1.72442 -1.06917 -2.65438 0.5 -0.2 0.6
H -1.75591 -1.04845 -0.07589 0.6 0.9 -0.9
H -2.63739 0.90371 -2.35809 0.5 -0.2 1.4
H -2.76801 1.57001 -0.65696 0.4 -1.7 -0.9
H -4.19375 -0.95621 -1.99682 0.3 0.6 1.4
H -3.95466 -0.84169 -0.09862 -0.4 0.6 -1.5
H -6.23612 0.18420 -0.58643 1.4 0.6 -0.8
H -5.13825 1.63289 -0.37690 0.0 -1.6 -0.9
H -6.57026 0.68281 -2.96765 1.2 1.1 0.5
H -4.84377 1.43717 -3.19998 -1.3 0.1 0.9
H 0.56965 -0.10619 0.35453 -1.3 0.7 -0.5
H -1.31310 2.40403 0.97251 0.8 -1.7 0.2
H -0.02930 1.60998 2.04786 -1.0 -0.5 -1.6
H -3.68919 1.89922 1.21416 0.3 -1.3 1.2
H -5.70398 0.82898 2.44642 1.8 -0.9 0.4
H -5.29092 -1.24619 4.15178 1.6 0.5 -0.7
H -2.75302 -2.12973 4.51553 -0.3 1.8 -1.5
H -0.32298 -2.26186 3.51919 0.3 1.9 -0.3
H 0.28728 -0.66178 4.19948 -0.7 -0.4 -1.3
H 0.37202 -1.06489 2.32825 -0.7 0.2 1.7
H 1.75841 3.02559 1.42027 0.9 -0.5 -0.7
H 1.09132 5.55186 0.17761 -1.0 -1.0 -0.9
H -0.33241 4.35929 0.04937 0.9 0.8 -1.0
H 0.06785 5.55755 -1.35933 0.5 -1.2 1.3
H 3.13806 4.86892 -0.16202 -0.3 -0.4 -1.4
H 3.51571 3.35506 -1.13961 -0.8 1.6 0.0
H 3.09017 4.88488 -2.07895 -0.2 -0.4 1.5
C -5.04162 5.93616 1.05822 -0.1 0.1 -0.2
Cl -4.41615 4.97145 2.40563 0.0 -0.1 -0.1
Cl -6.79853 5.77536 0.94157 0.2 0.1 0.1
Cl -4.58184 7.63427 1.24293 0.0 -0.2 0.0
H -4.60300 5.56030 0.13566 -0.2 0.0 0.2
C -0.05369 -3.90902 6.38268 0.2 0.0 0.3
Cl 1.46078 -3.24503 5.75327 -0.1 -0.2 0.0
Cl -0.50984 -3.10080 7.88743 0.0 -0.1 -0.2
Cl -1.34713 -3.76069 5.18029 0.2 -0.7 0.4
H 0.09768 -4.96590 6.59333 0.0 0.2 -0.1
C 0.74920 -6.41400 0.64580 0.2 -0.2 0.1
Cl -0.18705 -7.19282 1.92892 0.1 0.1 -0.1
Cl 2.41146 -7.01253 0.64039 -0.3 0.0 -0.2
Cl -0.01668 -6.67410 -0.93033 1.3 -1.1 0.5
H 0.77440 -5.34340 0.84134 0.1 -0.2 0.0
C 7.89793 1.50528 -2.05047 0.2 0.1 -0.2
Cl 9.11475 2.55055 -2.79311 -0.1 -0.2 0.1
Cl 6.60048 2.47190 -1.33146 0.1 0.0 0.1
Cl 7.23988 0.37485 -3.24054 0.1 0.0 0.0
H 8.37640 0.93167 -1.25847 -0.2 0.2 -0.3
C 10.87863 -0.38786 0.08794 0.2 0.0 -0.1
Cl 12.09438 0.65848 -0.65548 -0.2 -0.1 0.1
Cl 9.58288 0.57926 0.80947 0.1 -0.1 0.2
Cl 10.21870 -1.51862 -1.10277 0.0 0.1 0.1
H 11.35763 -0.96252 0.87817 -0.1 0.1 -0.1
C 4.70355 -4.39876 2.67822 0.0 -0.2 0.2
Cl 4.73226 -3.32758 4.08573 0.0 -0.1 -0.2
Cl 4.35687 -6.06308 3.17046 0.2 0.3 0.0
Cl 3.51341 -3.83352 1.49378 0.0 0.1 0.0
H 5.68652 -4.37735 2.21193 -0.2 0.0 0.1
```
Forces are in eV/Å.

Summary:
M: 1405.0 g/mol
Multiplicity: 1
Charge: +1
Gap between HOMO and LUMO: 6.091 eV
HOMO level: -11.14 eV
Electronic energy: -331276.4412 eV